{"formula": "C97H173N5O31", "method": "ωB97M-V/def2-TZVPD", "total_charge": 0, "relative_energy_ev": 0.000, "lumo_ev": -0.31, "spin_multiplicity": 1, "max_force_ha_per_bohr": 0.068, "homo_ev": -8.402, "elements": ["N", "H", "C", "H", "H", "H", "H", "H", "C", "H", "H", "C", "H", "H", "H", "C", "H", "H", "C", "H", "C", "H", "C", "H", "C", "H", "C", "O", "H", "O", "H", "H", "C", "C", "H", "H", "H", "H", "H", "H", "C", "H", "C", "C", "H", "H", "H", "C", "C", "C", "O", "H", "H", "C", "O", "H", "C", "H", "H", "H", "C", "O", "H", "O", "H", "H", "H", "H", "C", "H", "H", "H", "C", "H", "H", "C", "O", "H", "O", "N", "O", "C", "H", "H", "C", "C", "H", "C", "H", "H", "C", "H", "O", "H", "H", "H", "C", "H", "H", "O", "C", "H", "O", "H", "O", "C", "O", "O", "C", "H", "H", "H", "C", "H", "H", "O", "C", "O", "H", "C", "C", "O", "H", "C", "H", "C", "H", "H", "H", "O", "H", "H", "H", "C", "C", "H", "C", "H", "H", "H", "H", "C", "C", "H", "H", "C", "O", "H", "O", "H", "H", "C", "H", "H", "C", "H", "H", "H", "C", "C", "C", "H", "C", "C", "H", "H", "O", "H", "C", "H", "H", "H", "H", "C", "H", "H", "H", "H", "H", "O", "H", "H", "H", "H", "H", "H", "C", "C", "O", "O", "H", "C", "C", "H", "H", "H", "H", "H", "H", "H", "H", "H", "H", "H", "O", "C", "O", "O", "C", "O", "C", "C", "C", "H", "H", "H", "H", "H", "C", "C", "C", "C", "H", "H", "C", "H", "C", "C", "H", "H", "H", "C", "H", "O", "C", "C", "C", "C", "H", "C", "H", "H", "H", "H", "C", "H", "H", "H", "H", "C", "C", "C", "H", "H", "C", "C", "H", "H", "H", "C", "C", "C", "H", "H", "H", "H", "C", "C", "H", "H", "H", "H", "C", "H", "C", "C", "H", "H", "H", "C", "O", "H", "N", "N", "H", "H", "H", "H", "H", "C", "N", "C", "H", "C", "C", "H", "C", "H", "C", "H", "C", "H", "H", "H", "H", "H"], "coordinates": [[2.9424, -6.2393, -2.3666], [5.8955, -7.3469, -1.2404], [-3.8989, -4.7972, -2.5406], [-0.1131, -0.4662, 4.2849], [-3.4886, -4.4407, 2.4327], [-2.3594, -3.9831, 10.4984], [0.1204, 4.5392, -4.7838], [-4.5733, 7.2819, -1.3516], [4.0736, -5.2174, -0.4800], [0.7986, -1.7860, 0.2906], [3.5518, -6.3492, -4.1783], [-3.2141, -5.4082, 1.9770], [0.3336, -6.2060, -2.1231], [-2.9099, -3.2123, -4.7823], [-2.5039, 9.8877, -3.3095], [3.9380, 1.5117, -3.8706], [-1.6969, -2.7751, 6.2151], [4.5045, -8.1636, -2.0556], [-2.6986, -2.5334, 5.9189], [-5.8474, -3.4119, 6.9396], [5.2414, -0.2732, -3.1143], [3.8502, 0.6467, -6.6044], [3.1112, 3.9116, -1.4653], [-5.1310, 4.1631, 3.2031], [-5.6942, 4.2219, 2.2634], [3.5165, 4.5744, -2.2227], [3.8368, 4.2216, -0.1709], [5.3690, 0.2379, 0.5455], [6.0690, -0.5844, -2.4853], [-6.7259, -1.3005, 1.6068], [1.2434, -3.4467, -1.4920], [-1.4894, 5.0410, 3.1364], [-0.2918, -4.9349, 4.1973], [2.0974, -5.0272, -2.6039], [-6.4082, -4.2305, -2.0004], [-0.5690, 0.8271, 5.4022], [-4.8353, -1.3488, 9.8440], [0.2711, 6.0423, 1.7618], [-6.1986, 0.9767, -2.0402], [-4.5639, 2.3539, 1.5872], [-1.6581, 2.0216, 2.7600], [-5.6275, -5.0712, 1.6379], [1.9949, -4.2771, -1.2875], [-3.3953, -2.7543, 9.0653], [7.4580, 5.3094, -1.0942], [6.9759, -2.7394, -1.9485], [3.1494, -1.5854, 3.9280], [4.9417, -1.7344, -7.9732], [4.2953, 6.2182, 1.2769], [3.8198, -0.3630, 2.2479], [5.7098, 2.8754, -0.8829], [-2.1718, -6.6970, -0.4349], [-1.9617, -0.4899, -5.5314], [-4.9305, 0.2568, -3.6520], [-1.3363, 0.5248, 0.0896], [-2.9641, -1.5049, 6.0265], [8.2470, -1.5522, -0.5802], [-4.3101, -5.8173, -2.6445], [4.1855, 5.6803, 2.2298], [-3.8546, 4.5605, -3.8319], [7.0925, -2.5426, -0.8882], [-2.2566, -4.0310, -0.1942], [6.4639, 6.5663, 1.4981], [8.8672, -4.5324, 1.2150], [-6.6942, 3.9071, 2.5053], [3.3962, -3.5254, -3.5303], [2.4147, 5.7495, 0.2805], [1.4431, -4.9758, -0.6255], [-1.1381, -1.1999, -5.7248], [-4.9607, -2.2777, -2.4213], [3.2162, -1.1188, -2.3452], [-0.3264, 4.7021, 4.4684], [-4.2728, 2.0625, -2.1643], [8.2899, 5.4960, 0.5411], [-0.6285, 4.0850, -6.9597], [-0.4961, 0.5462, 4.3454], [1.4580, 6.4172, 3.3015], [-7.2054, -5.7773, -0.3337], [-0.2724, -0.8088, -3.4579], [5.3023, 4.1467, -0.4356], [1.9519, -4.4740, 3.5071], [4.8248, -7.4200, -1.3289], [1.0189, 4.2279, -7.4906], [1.4544, 0.6451, 0.6024], [0.4628, 2.2457, -7.1361], [-3.1486, -6.8444, 0.0104], [5.7913, -2.5476, 3.7779], [3.1667, -1.5142, -6.4346], [5.0131, -5.0160, 0.0237], [-3.1215, 9.0274, -1.8956], [-4.5257, -1.7632, 2.3923], [-4.4759, -4.4019, 4.8425], [-4.0758, 5.4794, 1.1168], [-0.5142, 9.0506, -2.1694], [4.2237, -3.3788, -6.8788], [-0.9594, -4.9522, 5.0709], [-0.7564, 6.8751, 3.9480], [-2.2111, 4.8232, -1.4127], [-3.3983, -2.7211, 11.2702], [0.5813, 1.5286, -6.0137], [5.0783, -2.1907, 3.0000], [-3.8854, -1.9934, 3.2254], [1.5609, -2.9170, 1.9769], [-1.3069, 7.2236, 4.7974], [-1.1042, -2.7939, -4.0281], [-5.9896, -0.2406, 1.3007], [-3.5878, 0.4065, -3.7853], [-1.6936, -1.5107, 0.8702], [6.4419, 3.9544, 1.8963], [-5.2975, -2.3303, 5.6523], [2.0435, 4.1002, -1.3043], [3.2098, -3.4466, 0.3025], [3.5055, 5.6864, 0.1223], [-4.7682, -5.2537, 6.3742], [-5.6467, 3.1220, 0.5071], [-2.7897, 3.8748, 0.2491], [6.2259, 4.7240, 0.5602], [3.5329, 2.4564, -4.5074], [-4.3414, 8.2539, -3.8210], [-1.8362, 0.7409, 3.5890], [9.2434, -2.4387, 0.0634], [3.1402, -6.9672, -3.5419], [-4.7512, 5.9125, -4.5118], [0.3673, -0.9776, -0.3184], [6.0919, -2.1868, -0.6189], [-5.4468, 5.5690, 1.6000], [0.4805, 5.4966, -1.5110], [2.5375, -4.6290, -4.6938], [-2.1785, 1.3336, -2.6353], [-1.9176, 4.7852, -2.3276], [-6.2616, -3.4541, -0.4439], [3.0037, -0.7883, 1.6917], [-0.2369, -2.7179, 4.0686], [5.3166, 1.1534, -3.6431], [-4.6276, -0.2815, 1.9451], [1.0030, 7.1928, -1.5525], [0.3665, 3.7218, -6.7989], [-3.8483, -0.0258, 1.2382], [6.9319, 2.9909, 1.7616], [-1.3969, 6.1110, -0.0366], [-4.3500, 3.1263, -2.1903], [0.3876, 1.6377, 3.7420], [3.1944, 3.1817, 0.8391], [0.6559, 6.3977, -3.0619], [-4.6576, 0.3978, 2.7755], [-1.4750, 7.1158, -0.4965], [4.4123, -0.5292, -8.2617], [-0.0843, -4.8107, -2.9784], [5.8443, -1.4534, 1.9380], [-6.0766, -0.9865, 7.7238], [1.5800, -5.0192, 5.3830], [-5.0839, -1.4571, 7.6908], [-2.2949, -2.5217, -7.1279], [-5.4343, 6.1387, -2.4207], [-3.7795, 5.5910, -4.1888], [2.1357, 3.0906, 0.5862], [8.0732, 3.9189, -0.3432], [5.5626, 2.2667, -0.1407], [5.3579, -5.2672, -2.6376], [-0.9581, -0.7444, 0.2797], [-3.7936, -3.4061, 6.6302], [2.2616, -1.9479, -6.8718], [-0.2905, 1.2862, -0.5105], [-0.7977, -1.5299, -4.3086], [4.6722, -3.1046, 2.5029], [-4.4635, -1.8691, -0.7338], [5.8168, -2.2414, -8.6410], [7.1126, 4.6536, 2.3938], [-4.4447, 6.3751, -1.9760], [-3.6326, -6.2007, 2.6502], [-5.4042, 6.4408, 2.2590], [-3.2230, -2.2736, -2.0001], [1.6307, -3.3760, -3.8281], [-3.2897, 7.9128, -3.7031], [-2.2410, 2.8555, 3.1514], [1.7109, 4.0837, -5.1809], [-1.9487, -0.1477, 2.9612], [10.0137, -2.7446, -0.6577], [3.7774, 6.3329, -0.7548], [1.0851, 8.3706, 4.4321], [-3.1244, -7.5437, 0.8441], [2.5990, 0.2422, -7.6953], [4.3835, -7.6839, -0.3249], [-1.1195, -3.4629, 2.7803], [4.5675, -0.5830, 4.2906], [-2.3133, -1.1494, 8.0781], [-3.8031, -5.5475, 0.5822], [-3.1165, 1.6053, -3.1377], [7.3154, -3.6934, -0.1432], [-2.1587, -4.3339, 8.0084], [-2.7386, -2.8202, 4.8571], [0.3727, 2.3244, -4.8102], [3.8315, -0.2186, -2.4252], [5.1684, -2.2287, -5.8966], [-2.6813, 0.6939, 4.2637], [9.7529, -2.0046, 0.9161], [-0.5871, -2.9359, -6.8774], [3.3037, 2.8731, -1.7917], [6.3455, -5.4981, -2.2463], [-4.0773, 1.7820, -1.1247], [-0.6491, 2.2705, -4.4600], [-2.8179, -4.8055, -2.5723], [-5.3899, -6.8287, 1.1661], [5.7249, 1.8074, -2.8341], [0.4817, 1.6364, -8.1864], [4.2949, -6.0341, -1.6788], [-6.5152, 0.6585, 0.6390], [1.5585, 1.9642, 3.9805], [0.6480, -5.6082, -2.9277], [3.0515, 0.6734, -3.3071], [-0.2652, -3.6162, 3.4471], [-4.3768, -3.9965, -1.3045], [2.4837, -4.0668, -3.7571], [-4.3871, -0.7183, 7.2923], [-2.1286, -5.5212, 1.9707], [-2.3401, -1.0334, 9.8854], [-1.2486, 7.3419, 3.0911], [-5.5619, -2.8488, 9.2254], [4.0773, -1.1678, 3.5187], [1.1720, -5.3139, 4.4355], [5.0440, -0.4643, 1.4875], [4.4261, -2.2853, -6.7131], [-4.0604, -2.3153, 1.5935], [5.4166, -5.5683, -3.6910], [-1.4851, -2.5638, -6.3919], [5.1642, -4.2089, -2.5736], [-5.9908, -2.2357, 2.4907], [-4.0180, -4.6536, 5.8167], [-0.8021, 8.2130, -3.6479], [1.0341, 4.5660, 2.5548], [3.9185, -3.1154, -1.2524], [-4.7837, -2.0717, 9.0325], [-4.1958, -4.2107, -3.4097], [-0.2513, 2.3448, 2.7773], [-6.1219, -5.6061, -0.4580], [-1.1949, 8.3523, -2.6279], [7.6393, 4.8883, -0.1047], [-4.9413, 3.3345, 1.3045], [-2.0794, -3.1257, 0.1334], [0.6763, 7.3600, 3.9460], [3.6501, 2.1886, 0.7272], [-4.1112, -4.2288, 10.5218], [7.8370, -0.8298, 0.1077], [3.5513, 0.6807, 2.4090], [-2.5480, 8.8936, -2.8265], [-0.3969, -0.6368, -6.2553], [-2.4442, 7.6002, -0.3086], [-6.1568, 5.7844, 0.7961], [-2.8260, 2.3627, -3.8438], [-4.2326, -2.4811, -1.6067], [-5.8392, -4.2561, -1.0693], [3.3540, -3.8961, -0.6796], [-0.5178, 1.5230, -1.5368], [8.5524, -1.0442, -1.5002], [0.6852, 3.7622, -5.2827], [-2.2458, -1.6996, 9.0276], [5.9526, 1.3245, -4.5510], [-0.7465, -5.6382, 3.4885], [-6.1785, -3.2773, 2.1347], [0.5159, 5.5033, 2.6812], [3.4827, -0.1741, -7.1955], [-5.1231, -2.6266, 6.6938], [3.2243, 3.4717, 1.8971], [5.9366, 6.6708, -0.1419], [3.9568, 0.1131, -1.4058], [0.7282, -6.1356, -3.9076], [5.7448, 6.1256, 0.8020], [-5.3012, -5.7827, 0.8531], [1.1213, 1.9016, -4.1477], [5.5448, 3.8118, 2.5100], [0.0933, -1.2816, -1.3389], [-3.7957, -7.2441, -0.7602], [-3.3403, -3.4664, 10.4397], [-3.1238, -5.2385, 5.5891], [0.3530, 6.4380, -2.0325], [-3.8227, 4.1680, 0.8044], [-2.8762, 7.7639, -4.6993], [-0.6576, 7.6655, 0.0228], [3.4625, -5.7892, 0.2139], [1.1342, -3.6096, 2.8511], [-5.4932, -0.6342, -4.2006], [-1.8773, 1.8968, 1.6953], [-3.6668, -4.2519, -0.0735], [-3.4347, -3.7597, 8.0140], [-1.2789, -2.2030, 9.0944], [5.1453, -1.0054, -3.9392], [-6.1502, 1.9980, -3.4690], [-6.3477, -2.0742, 3.5129], [3.9345, 7.2257, 1.4954], [8.4834, -3.6532, 0.4649], [-1.9818, 6.1559, -2.7324], [-0.6270, 5.3972, 3.6650], [-1.7505, -4.4626, -5.0913], [-5.5263, 1.3932, -2.8191], [0.9541, 0.4412, -0.3648], [-2.3753, -5.2595, 8.2172], [-1.1318, 6.9928, -1.9564], [2.9546, -1.2370, -5.4114], [-3.3602, 6.5058, -3.0947], [-0.3239, 2.2558, 0.0295], [-1.9011, -3.3750, -5.1295], [-4.2289, 5.5995, -1.2533], [1.4336, -6.3543, 4.3898], [1.7389, 0.5822, -1.1583], [-3.0118, 5.7190, -4.9568], [-5.7463, -6.3386, -1.1841]]}

---

{"formula": "FHO2S", "method": "ωB97M-V/def2-TZVPD", "total_charge": 0, "relative_energy_ev": 6.836, "lumo_ev": [-1.70, -1.70], "spin_multiplicity": 1, "max_force_ha_per_bohr": 0.044, "homo_ev": [-11.091, -9.851], "elements": ["O", "F", "H", "O", "S"], "coordinates": [[-1.4051, -0.3742, -0.6082], [-1.0787, -1.1563, 0.5231], [1.6529, -0.3698, 0.0458], [-0.0367, 1.2024, -0.5001], [0.8677, 0.6979, 0.5394]]}